No. 1
Here is a structure of composition C31H31FMoN6OS at a distorted geometry from the OMol25 dataset. Energies are from ωB97M-V/def2-TZVPD.

Values from the calculation:
LUMO energy (spin up / spin down), eV: -6.75 / -7.07
HOMO-LUMO gap (spin up / spin down), eV: 6.75 / 6.40
Net charge: +2
HOMO (spin up / spin down), eV: -13.50 / -13.47
Spin multiplicity: 3

CARTESIAN COORDINATES (ANGSTROEM)
1 Mo -0.5260 -0.4747 -0.3042
2 S -2.4683 -1.8758 0.3771
3 F 6.6193 -0.4034 -1.4035
4 O 0.2017 3.0305 -0.5238
5 N -1.7814 1.1335 1.8215
6 N -1.4566 -3.9935 -1.0859
7 N -0.2446 -2.1183 -1.8273
8 N 0.4920 5.3009 -0.6571
9 N -0.9792 0.1915 1.6432
10 N -3.4452 -4.2844 -0.3285
11 C -0.4364 0.3045 4.0403
12 C -4.7450 -4.0401 0.3240
13 C 2.0510 -2.3418 -2.4954
14 C 3.6294 -0.4305 0.5886
15 C 4.4850 0.3912 -1.9273
16 C 5.3497 -0.2217 -1.0425
17 C 0.3269 -1.5650 2.7238
18 C -1.8496 -5.2936 -1.4608
19 C 0.9668 -2.0940 3.8339
20 C -2.2919 1.6427 0.6203
21 C -0.3681 -0.3671 2.8280
22 C -3.1678 2.7103 0.6743
23 C 3.1623 0.5626 -1.5455
24 C 0.2013 -0.2267 5.1465
25 C 0.8513 4.0270 -0.8545
26 C -3.6463 3.2388 -0.5147
27 C -3.0840 -5.4620 -0.9869
28 C -2.4538 -3.3962 -0.3937
29 C -0.2260 -3.4048 -1.4621
30 C 1.3212 0.3735 0.1551
31 C -3.2408 2.6977 -1.7284
32 C -0.7612 5.6386 0.0029
33 C 2.0745 -3.6273 -2.0015
34 C 0.8736 -1.6304 -2.4062
35 C 2.7141 0.1464 -0.2935
36 C 0.9077 -1.4216 5.0475
37 C -1.8786 1.0784 -0.5964
38 C 1.3465 6.4122 -1.0802
39 C 0.9044 -4.1850 -1.5076
40 C -2.3555 1.6212 -1.7746
41 C 4.9467 -0.6346 0.2147
42 H 1.4099 -1.8310 5.9181
43 H -3.4553 3.1182 1.6375
44 H -3.6104 3.1230 -2.6538
45 H 0.1507 0.2953 6.0943
46 H -2.0409 1.2331 -2.7356
47 H 1.3003 0.8741 1.1155
48 H 0.7549 -0.6781 -2.8971
49 H 2.4811 1.0792 -2.2162
50 H 2.9888 -4.2085 -2.0230
51 H 1.8191 3.9355 -1.3674
52 H -1.3624 4.7411 0.1023
53 H -5.4068 -3.5050 -0.3481
54 H -0.9810 1.2395 4.1038
55 H 0.8688 -5.2133 -1.1703
56 H -4.5931 -3.4568 1.2241
57 H 3.2991 -0.7297 1.5800
58 H 5.6691 -1.0816 0.8888
59 H 4.8524 0.7342 -2.8875
60 H 1.5021 -3.0326 3.7546
61 H 0.8380 7.0175 -1.8290
62 H 1.5878 7.0474 -0.2280
63 H -0.5710 6.0598 0.9899
64 H -4.3371 4.0724 -0.4977
65 H 0.7305 1.0161 -0.6042
66 H -1.2223 -5.9462 -2.0489
67 H 2.2729 6.0310 -1.5029
68 H -3.7535 -6.3049 -1.0689
69 H 0.3502 -2.1141 1.7943
70 H -1.3008 6.3755 -0.5900
71 H -5.1841 -4.9967 0.5825
72 H 2.9234 -1.9034 -2.9563

=====

No. 2
Here is a cluster of 8 separate species, C6H29N2O7 in total at a distorted geometry from the OMol25 dataset. Energies are from ωB97M-V/def2-TZVPD.

Values from the calculation:
LUMO energy, eV: -2.55
HOMO-LUMO gap, eV: 8.11
Energy relative to the best compared isomer or geometry (same formula, charge and spin), kJ/mol: 314.5
Net charge: +1
HOMO, eV: -10.66

CARTESIAN COORDINATES (ANGSTROEM)
1 O -2.8695 0.3201 -1.4299
2 O 0.8007 -2.0265 4.0241
3 O -2.8399 -1.8400 -2.9263
4 O -1.6520 3.2226 -0.0593
5 O -2.9534 0.1327 2.4490
6 O -0.2279 0.8488 3.0298
7 O 3.9153 -0.3744 0.6515
8 N -0.2763 0.9977 -0.0243
9 N 0.8192 -2.4962 -0.6654
10 C 1.9818 2.7558 -1.5188
11 C 0.7115 0.0331 -0.5797
12 C 1.1367 0.4220 -1.9971
13 C 1.8570 -2.4313 0.3491
14 C -0.0353 -1.3089 -0.7229
15 C 1.2716 1.8770 -2.2147
16 H 4.3376 0.4937 0.7473
17 H 2.0574 -0.1061 -2.3863
18 H 4.5511 -0.9120 1.1467
19 H -2.7894 -0.6016 -1.7665
20 H 2.4578 -3.3311 0.4989
21 H -1.2199 4.0434 -0.3542
22 H -2.6514 -0.7878 2.4725
23 H 0.6582 -3.1501 -1.3988
24 H -3.1294 -1.2887 -3.6612
25 H 2.1072 3.7804 -1.8704
26 H 0.3824 1.2725 3.6349
27 H 0.6066 2.2337 -3.0574
28 H 2.5647 2.6918 -0.6307
29 H 1.3736 -2.7868 3.8944
30 H 2.6905 -1.7079 0.1510
31 H 0.3731 -0.0326 -2.6483
32 H -0.1875 1.9949 -0.1508
33 H 1.3678 -2.1085 1.2601
34 H 1.5437 -0.0679 0.1163
35 H -1.1910 0.6596 -0.3325
36 H -2.5537 3.3662 -0.3762
37 H 1.3317 -1.2280 4.0181
38 H -0.3410 0.9544 1.0058
39 H -0.7495 -1.5709 0.1015
40 H -3.0996 1.0146 -2.0603
41 H -1.0859 1.2790 2.9366
42 H -3.5946 -2.3167 -2.5633
43 H -3.8085 0.2119 2.0189
44 H -0.6256 -1.4766 -1.6178

=====

No. 3
Here is the molecule C5H11N at a distorted geometry from the OMol25 dataset. Energies are from ωB97M-V/def2-TZVPD.

Values from the calculation:
LUMO energy, eV: 0.94
HOMO-LUMO gap, eV: 9.81
Energy relative to the best compared isomer or geometry (same formula, charge and spin), kJ/mol: 291.8
HOMO, eV: -8.87

CARTESIAN COORDINATES (ANGSTROEM)
1 N -2.2572 0.3042 -0.0820
2 C 1.5559 0.3058 0.6389
3 C -1.1685 -0.5029 0.2541
4 C -0.0797 -0.2534 -0.6986
5 C 0.6786 1.0904 -0.4036
6 C 1.2347 -0.9813 -0.2277
7 H 0.0569 1.9263 -0.2149
8 H -1.5475 -1.5244 0.3908
9 H -0.4505 -0.5265 -1.7161
10 H 1.0332 0.3566 1.6981
11 H 1.2978 1.4614 -1.3342
12 H 1.1352 -2.0142 0.2186
13 H -0.7387 -0.1496 1.2904
14 H -2.0956 1.2216 0.5236
15 H -3.2912 -0.3606 0.0900
16 H 2.6435 0.6322 0.6526
17 H 1.9931 -0.9857 -1.0802

=====

No. 4
Here is a structure of composition C16H22N2O3 at a distorted geometry from the OMol25 dataset. Energies are from ωB97M-V/def2-TZVPD.

Values from the calculation:
LUMO energy, eV: 0.23
HOMO-LUMO gap, eV: 8.43
Energy relative to the best compared isomer or geometry (same formula, charge and spin), kJ/mol: 1442.5
HOMO, eV: -8.20

CARTESIAN COORDINATES (ANGSTROEM)
1 O 1.2879 -1.9463 -1.3605
2 O 3.9440 1.0179 0.9660
3 O -0.1255 1.8404 -2.6420
4 N 2.2229 -0.2177 0.0506
5 N -0.2531 1.8577 -0.4662
6 C 2.8339 1.0110 0.4528
7 C 2.8282 -1.4044 0.2567
8 C -1.9920 0.2090 -0.9151
9 C 2.0585 2.3901 -0.0092
10 C 0.6774 2.1236 0.7043
11 C -3.3042 0.8485 1.2142
12 C 1.8315 -2.2636 -0.1502
13 C 0.4665 1.8721 -1.6037
14 C -2.0620 1.5596 1.1083
15 C -3.1329 -0.4955 -0.6601
16 C 3.2640 -1.7936 1.6672
17 C 1.7553 2.5456 -1.4805
18 C -5.2153 -0.7051 0.6840
19 C 0.1191 -2.7354 -1.7165
20 C -1.3752 0.9941 -0.2180
21 C -3.9284 -0.0795 0.5840
22 H -0.1750 -2.3925 -2.5907
23 H 2.6224 3.1805 0.3886
24 H -1.5990 2.2068 1.7656
25 H 0.3567 3.4754 0.9451
26 H -3.8154 1.2780 2.0163
27 H 4.0193 -1.0078 1.9523
28 H -1.3370 0.1379 -1.9777
29 H 2.5521 2.1270 -2.0648
30 H 0.8638 -2.3205 0.6618
31 H 3.6033 -1.4269 -0.1637
32 H -0.9039 -2.6438 -0.8480
33 H 2.5167 -1.3926 2.4479
34 H 0.2872 -3.8176 -1.9188
35 H 1.8110 3.5310 -1.6143
36 H 1.9697 -3.2418 -0.1084
37 H 1.3607 0.0342 -0.2911
38 H 3.7387 -2.6582 1.5594
39 H -5.1274 -1.3135 1.8073
40 H -3.6141 -0.9908 -1.3008
41 H -5.5320 -1.1697 -0.0137
42 H -6.0364 0.1442 1.1795
43 H 0.5381 1.6322 1.7021

=====

No. 5
Here is a structure of composition C32H37Cl3GeKN4O3 at a distorted geometry from the OMol25 dataset. Energies are from ωB97M-V/def2-TZVPD.

Values from the calculation:
LUMO energy (spin up / spin down), eV: 3.78 / 3.18
HOMO-LUMO gap (spin up / spin down), eV: 4.71 / 4.11
Energy relative to the best compared isomer or geometry (same formula, charge and spin), kJ/mol: 36.5
Net charge: -2
HOMO (spin up / spin down), eV: -0.93 / -0.93
Spin multiplicity: 2

CARTESIAN COORDINATES (ANGSTROEM)
1 Ge -3.5084 1.8087 -0.0069
2 K -0.1192 -0.3650 0.4759
3 Cl -5.5032 0.9903 -0.5740
4 Cl -3.6609 3.7928 -1.2070
5 Cl -3.9057 2.6277 2.0061
6 O -1.9639 -1.0732 2.3426
7 O -2.7217 0.0649 0.6016
8 O -0.4091 -3.0966 0.3855
9 N 0.8109 2.5128 -0.6431
10 N 2.3991 -1.4164 0.4465
11 N 1.4564 -0.1397 2.6019
12 N 1.6779 0.4907 -2.1848
13 C 0.9651 0.7426 3.6416
14 C 4.4768 -1.3526 4.3811
15 C -0.9260 -3.5112 1.3993
16 C 3.4936 1.9031 -2.9572
17 C 4.9605 -2.6009 3.9841
18 C 1.3749 4.0941 -2.3712
19 C -2.9967 -4.5672 2.4297
20 C 3.9963 3.0138 -3.5910
21 C 2.3410 -0.6957 -2.6731
22 C 0.2253 3.5728 0.1457
23 C 2.2011 4.6961 -3.2945
24 C 1.5170 2.1751 3.5579
25 C -0.1611 -3.6308 2.6866
26 C -4.4717 -3.8986 0.1739
27 C 1.4342 2.7992 -1.7337
28 C 1.8329 -1.9283 -1.9264
29 C 3.4121 4.2623 -3.8337
30 C 2.6053 -2.3114 -0.6623
31 C -5.0826 -4.5615 1.2318
32 C -3.1257 -3.5836 0.2436
33 C 3.6958 -2.9019 1.8267
34 C 4.5436 -3.2843 2.8452
35 C 1.4993 2.7783 2.1539
36 C 2.5777 -0.7676 2.7331
37 C -2.3784 -3.9119 1.3724
38 C 2.2007 1.6527 -2.3522
39 C -4.3436 -4.8974 2.3570
40 C 2.9269 -1.7013 1.5937
41 C -2.9086 -0.6171 1.7130
42 C 3.4662 -0.5803 3.8598
43 C -4.3221 -0.8560 2.1766
44 C 0.1161 3.0694 1.5830
45 H 2.5505 2.1857 3.9155
46 H 4.9886 -4.2689 2.7103
47 H -0.0879 -4.6741 3.0014
48 H -0.1233 0.7824 3.5302
49 H 0.7890 -1.7210 -1.6814
50 H 3.6786 -2.3844 -0.9100
51 H -6.1375 -4.8032 1.1849
52 H 3.4354 -0.6635 -2.5810
53 H 5.7167 -3.0688 4.6052
54 H 4.1611 1.0498 -2.9500
55 H -4.8201 -5.4062 3.1860
56 H 3.6167 -3.6329 1.0324
57 H 1.8790 5.6854 -3.6149
58 H 3.9563 4.9548 -4.4678
59 H -5.0492 -3.6136 -0.6964
60 H -0.6823 -3.0613 3.4578
61 H -0.4255 3.7918 2.2040
62 H 2.2793 -3.3303 -0.3969
63 H -2.6323 -3.0570 -0.5632
64 H -2.4313 -4.8116 3.3195
65 H 4.9482 -0.9353 5.2689
66 H 1.1698 0.3459 4.6479
67 H -4.3635 -1.7677 2.7689
68 H 2.1205 -0.8031 -3.7465
69 H 2.0657 3.7172 2.1709
70 H -4.6134 -0.0049 2.7940
71 H 0.8353 -3.2161 2.5455
72 H 2.0146 2.1045 1.4677
73 H 0.5138 4.6820 -2.0709
74 H -0.7690 3.8534 -0.2278
75 H 4.9983 2.8862 -3.9975
76 H 0.9347 2.8050 4.2426
77 H -5.0018 -0.9063 1.3301
78 H 3.2779 0.3282 4.4162
79 H 0.8490 4.4816 0.1159
80 H 1.8508 -2.8042 -2.5846
81 H -0.4893 2.1564 1.5430